DFT (the ωB97M-V functional and the def2-TZVPD basis) results for C18H17BrN2O5S in the gas phase.

For the LUMO energy, the calculation gives 0.445 eV. For the HOMO energy, the calculation gives -8.8719 eV. The total energy is -4154.0093 hartree. As for the SMILES: O=C(OCCOCC/N=C1\NS(=O)(=O)c2ccccc21)c1ccccc1Br.

The geometry in ORCA input format:
```
! wB97M-V def2-TZVPD RIJCOSX def2/J DEFGRID3
* xyz 0 1
O -1.758 -1.359 -0.924
C -2.176 -1.045 0.170
O -2.061 -1.843 1.233
C -1.398 -3.086 1.038
C 0.124 -2.996 1.243
O 0.841 -2.348 0.234
C 0.870 -2.993 -1.028
C 2.120 -2.524 -1.809
N 2.659 -1.244 -1.458
C 1.997 -0.204 -1.191
N 0.644 0.064 -1.263
S 0.202 1.322 -0.245
O -0.206 0.814 1.035
O -0.720 2.204 -0.892
C 1.858 1.961 -0.180
C 2.330 3.148 0.330
C 3.700 3.375 0.288
C 4.557 2.419 -0.242
C 4.069 1.224 -0.747
C 2.700 1.001 -0.719
C -2.886 0.214 0.463
C -3.127 0.580 1.788
C -3.729 1.783 2.091
C -4.105 2.645 1.071
C -3.886 2.296 -0.248
C -3.273 1.090 -0.551
Br -3.049 0.687 -2.371
H -1.626 -3.465 0.036
H -1.817 -3.754 1.793
H 0.497 -4.025 1.378
H 0.325 -2.413 2.146
H 0.928 -4.083 -0.890
H -0.043 -2.769 -1.594
H 1.894 -2.548 -2.881
H 2.942 -3.224 -1.625
H -0.030 -0.673 -1.423
H 1.648 3.874 0.745
H 4.100 4.299 0.676
H 5.619 2.612 -0.260
H 4.719 0.469 -1.159
H -2.810 -0.090 2.570
H -3.900 2.055 3.121
H -4.569 3.592 1.301
H -4.173 2.959 -1.049
*
```

Atomic partial charges in e from the Mulliken method, atoms 1 to 8: -0.6631 0.9959 -0.3533 -0.6077 -0.6789 -0.3035 -0.4782 -0.8312